(1)
Formula: C37H90Br3N3O3
Source: OMol25
Level of theory: ωB97M-V with the def2-TZVPD basis set

Last column: Löwdin spin population.
Cartesian coordinates (Å):
C: -4.989 -2.866 1.493  0.00
Br: -3.989 -4.506 0.941  0.00
Br: -6.199 -3.265 3.021  0.00
Br: -6.173 -2.215 -0.011  0.00
H: -4.352 -2.018 1.746  0.00
C: 0.861 -1.358 2.182  0.00
C: -0.128 -0.763 1.313  0.00
C: -0.874 -1.716 0.308  0.00
C: -1.866 -0.890 -0.555  0.00
C: -2.775 -1.669 -1.550  0.00
C: -3.505 -0.769 -2.599  0.00
H: 0.470 -2.236 2.694  0.00
H: 1.161 -0.671 2.973  0.00
H: 1.762 -1.668 1.652  0.00
H: -0.924 -0.406 1.966  0.00
H: 0.279 0.149 0.876  0.00
H: -1.498 -2.373 0.914  0.00
H: -0.094 -2.258 -0.227  0.00
H: -2.371 -0.269 0.185  0.00
H: -1.268 -0.229 -1.182  0.00
H: -2.193 -2.467 -2.010  0.00
H: -3.611 -2.160 -1.050  0.00
H: -2.872 -0.065 -3.139  0.00
H: -3.865 -1.459 -3.362  0.00
H: -4.382 -0.216 -2.262  0.00
C: -4.253 2.693 -6.939  0.00
C: -5.177 1.769 -7.624  0.00
C: -6.146 1.144 -6.584  0.00
C: -5.413 0.156 -5.610  0.00
C: -6.222 -1.108 -5.299  0.00
C: -7.491 -0.769 -4.527  0.00
H: -3.711 3.260 -7.696  0.00
H: -3.611 2.110 -6.279  0.00
H: -4.816 3.436 -6.374  0.00
H: -5.703 2.336 -8.391  0.00
H: -4.548 1.005 -8.081  0.00
H: -6.815 0.549 -7.207  0.00
H: -6.835 1.750 -5.996  0.00
H: -4.482 -0.226 -6.029  0.00
H: -5.142 0.594 -4.649  0.00
H: -6.600 -1.534 -6.228  0.00
H: -5.675 -1.830 -4.693  0.00
H: -7.281 -0.183 -3.632  0.00
H: -8.086 -0.034 -5.068  0.00
H: -8.031 -1.676 -4.253  0.00
C: -6.766 3.484 0.032  0.00
C: -6.182 4.704 -0.646  0.00
C: -4.898 4.529 -1.447  0.00
C: -4.854 3.616 -2.743  0.00
C: -3.376 3.393 -3.239  0.00
C: -2.872 4.658 -4.016  0.00
H: -6.086 2.928 0.677  0.00
H: -7.037 2.659 -0.627  0.00
H: -7.757 3.599 0.472  0.00
H: -7.022 4.872 -1.320  0.00
H: -6.000 5.618 -0.081  0.00
H: -4.074 4.247 -0.791  0.00
H: -4.570 5.516 -1.774  0.00
H: -5.190 2.609 -2.498  0.00
H: -5.462 3.947 -3.586  0.00
H: -2.579 3.234 -2.512  0.00
H: -3.377 2.606 -3.992  0.00
H: -3.116 5.409 -3.265  0.00
H: -1.792 4.712 -4.150  0.00
H: -3.329 4.936 -4.966  0.00
C: 10.133 -1.851 4.307  0.00
C: 9.070 -2.133 3.182  0.00
C: 7.693 -1.524 3.532  0.00
C: 6.997 -2.134 4.676  0.00
C: 5.618 -1.487 5.062  0.00
C: 4.425 -1.818 4.130  0.00
H: 9.951 -2.516 5.151  0.00
H: 10.091 -0.890 4.819  0.00
H: 11.183 -1.993 4.052  0.00
H: 9.414 -1.637 2.275  0.00
H: 8.918 -3.163 2.862  0.00
H: 7.038 -1.627 2.666  0.00
H: 7.800 -0.444 3.633  0.00
H: 6.749 -3.177 4.480  0.00
H: 7.576 -2.189 5.599  0.00
H: 5.316 -1.819 6.055  0.00
H: 5.648 -0.397 5.083  0.00
H: 4.806 -1.627 3.127  0.00
H: 4.111 -2.848 4.302  0.00
H: 3.516 -1.226 4.241  0.00
C: 4.717 3.558 0.183  0.01
C: 3.937 2.180 0.208  0.12
C: 2.954 2.082 1.342  0.03
O: 3.804 2.016 2.491  0.00
C: 3.011 2.269 3.656  0.00
N: 3.361 1.920 -1.067  0.69
H: 5.077 3.796 1.184  0.00
H: 4.083 4.359 -0.198  0.00
H: 5.510 3.492 -0.561  0.00
H: 4.719 1.443 0.394  0.06
H: 2.239 1.268 1.217  0.00
H: 2.322 2.970 1.353  0.00
H: 3.437 1.905 4.591  0.00
H: 1.986 1.900 3.611  0.00
H: 2.904 3.337 3.850  0.00
H: 3.963 2.277 -1.795  0.02
H: 3.194 0.949 -1.290  0.02
C: 6.086 -0.778 -4.695  0.00
C: 4.960 -0.185 -3.807  0.00
C: 4.515 -1.201 -2.697  0.00
O: 3.344 -0.916 -2.025  0.00
C: 2.648 -1.978 -1.325  0.00
N: 5.450 1.002 -3.172  0.03
H: 5.850 -1.766 -5.091  0.00
H: 7.028 -1.009 -4.197  0.00
H: 6.239 -0.101 -5.535  0.00
H: 4.049 0.014 -4.370  0.00
H: 5.327 -1.273 -1.973  0.00
H: 4.431 -2.180 -3.169  0.00
H: 1.833 -1.512 -0.772  0.00
H: 3.237 -2.441 -0.533  0.00
H: 2.329 -2.722 -2.055  0.00
H: 5.991 1.346 -3.953  0.00
H: 6.038 0.614 -2.448  0.00
C: -1.691 -2.838 4.669  0.00
C: -0.733 -3.652 5.561  0.00
C: -0.304 -2.642 6.631  0.00
O: -1.108 -2.495 7.674  0.00
C: -1.575 -1.213 8.166  0.00
N: -1.412 -4.834 5.944  0.00
H: -2.476 -2.354 5.250  0.00
H: -2.156 -3.410 3.866  0.00
H: -1.141 -2.018 4.208  0.00
H: 0.123 -3.983 4.972  0.00
H: -0.068 -1.682 6.171  0.00
H: 0.655 -2.982 7.021  0.00
H: -0.662 -0.637 8.320  0.00
H: -2.015 -1.290 9.160  0.00
H: -2.275 -0.744 7.475  0.00
H: -1.851 -5.320 5.176  0.00
H: -2.159 -4.396 6.464  0.00

As for the total energy: -9575.2460 Ha. For the gap between HOMO and LUMO (spin up / spin down), the calculation gives 8.105 / 2.812 eV. Its net charge is +1. The spin multiplicity is 2. The value obtained for the max |F| is 5.09 eV Å⁻¹.

(2)
Formula: C5H5N
Source: OMol25
Level of theory: ωB97M-V with the def2-TZVPD basis set

Last column: Mulliken charge in e.
Cartesian coordinates (Å):
C: 1.789 0.034 0.960  -0.60
C: 0.950 0.309 0.002  0.17
C: 0.005 0.518 -1.012  -0.37
C: -0.626 -0.491 -0.047  -0.50
C: -2.013 -0.220 0.280  0.18
N: -3.151 -0.021 0.426  -0.44
H: 2.838 0.234 1.214  0.33
H: 0.953 -0.495 1.425  0.36
H: -0.454 1.495 -0.906  0.26
H: 0.214 0.176 -2.008  0.24
H: -0.504 -1.539 -0.334  0.39

As for the SMILES: C=C1C[C@@H]1C#N. As for the total energy: -248.1060 Ha. For the gap between HOMO and LUMO, the calculation gives 9.735 eV. Its net charge is 0. The value obtained for the energy above the lowest of the compared OMol25 structures with the same formula, charge and spin is 106.0 kcal/mol. The value obtained for the max |F| is 3.14 eV Å⁻¹.

(3)
Formula: C8H15NO
Source: OMol25
Level of theory: ωB97M-V with the def2-TZVPD basis set

Last column: Löwdin spin population.
Cartesian coordinates (Å):
C: -2.426 -0.156 0.578  0.64
C: 2.812 -0.042 -0.255  0.00
C: 1.952 -1.219 0.384  0.00
C: 2.106 1.282 -0.056  0.00
C: 0.512 -1.156 -0.232  0.02
C: 0.564 1.251 -0.538  0.01
C: -0.191 0.151 0.135  0.02
C: -3.936 -0.090 0.417  0.10
N: -1.583 0.103 -0.323  0.48
O: -1.743 0.151 -1.570  0.64
H: -1.950 -0.384 1.503  0.05
H: 3.720 -0.007 0.303  0.00
H: 3.009 -0.416 -1.332  0.00
H: 2.335 -2.167 -0.021  0.00
H: 2.049 -1.252 1.439  0.00
H: 2.009 1.802 0.834  0.00
H: 2.722 1.971 -0.691  0.00
H: 0.584 -1.286 -1.282  0.00
H: -0.059 -1.998 0.128  0.00
H: 0.039 2.228 -0.329  0.00
H: 0.495 1.112 -1.500  0.00
H: -0.174 0.369 1.194  0.00
H: -4.218 0.939 0.554  0.03
H: -4.429 -0.683 1.163  0.00
H: -4.198 -0.502 -0.504  0.01

As for the total energy: -443.5911 Ha. For the gap between HOMO and LUMO (spin up / spin down), the calculation gives 6.313 / 8.968 eV. Its net charge is 0. The spin multiplicity is 3. The value obtained for the max |F| is 10.59 eV Å⁻¹.

(4)
Formula: C9H10OSe
Source: OMol25
Level of theory: ωB97M-V with the def2-TZVPD basis set

Last column: Mulliken charge in e.
Cartesian coordinates (Å):
C: 3.544 0.533 0.295  -1.26
C: 2.139 0.024 0.501  -0.12
C: 1.469 -1.020 -0.756  0.14
O: 1.380 -2.163 -0.529  -0.42
Se: 0.869 1.552 0.594  0.15
C: -0.755 0.669 0.167  -0.09
C: -1.203 -0.297 1.053  -0.09
C: -2.411 -0.957 0.799  -0.73
C: -3.185 -0.495 -0.284  -0.37
C: -2.772 0.498 -1.096  -0.50
C: -1.565 1.156 -0.800  -0.19
H: 3.548 1.217 -0.546  0.38
H: 4.214 -0.402 0.044  0.30
H: 3.858 0.756 1.288  0.38
H: 1.793 -0.518 1.394  0.35
H: 1.139 -0.341 -1.642  0.27
H: -0.503 -0.410 1.911  0.29
H: -2.771 -1.797 1.296  0.43
H: -4.166 -0.833 -0.398  0.40
H: -3.379 0.718 -1.896  0.46
H: -1.244 2.110 -1.396  0.22

As for the SMILES: C[C@H](C=O)[Se]c1ccccc1. As for the total energy: -2825.5241 Ha. For the gap between HOMO and LUMO, the calculation gives 9.057 eV. Its net charge is 0. The value obtained for the energy above the lowest of the compared OMol25 structures with the same formula, charge and spin is 28.0 kcal/mol. The value obtained for the max |F| is 5.23 eV Å⁻¹.

(5)
Formula: C10H10ClNO3
Source: OMol25
Level of theory: ωB97M-V with the def2-TZVPD basis set

Last column: Mulliken charge in e.
Cartesian coordinates (Å):
C: 1.299 -0.699 -2.139  -1.22
C: 2.022 -0.308 -0.833  0.89
Cl: 3.226 -1.411 -0.337  -0.21
C: 1.666 0.783 -0.157  0.32
C: 1.956 1.174 1.227  -0.67
C: 1.307 2.259 1.527  -0.73
C: 0.411 2.514 0.392  0.54
O: -0.245 3.454 0.177  -0.55
O: 0.631 1.593 -0.559  -0.39
H: 1.968 -0.772 -2.988  0.39
H: 0.617 0.089 -2.416  0.34
H: 0.660 -1.466 -1.939  0.26
H: 2.772 0.689 1.664  0.52
H: 1.311 2.751 2.465  0.48
O: 0.345 -1.220 2.916  -0.51
C: -0.340 -0.753 2.098  0.66
N: -1.044 -0.152 1.343  -0.34
C: -1.891 -0.228 0.203  0.05
C: -1.859 -1.319 -0.863  -0.70
C: -2.927 -1.281 0.157  -0.63
H: -2.049 0.722 -0.222  0.44
H: -1.051 -1.972 -0.635  0.30
H: -1.847 -1.048 -1.825  0.31
H: -4.008 -1.138 -0.070  0.26
H: -2.931 -2.261 0.814  0.19

As for the SMILES: C/C(Cl)=C1/C=CC(=O)O1.O=C=NC1CC1. As for the total energy: -1127.6325 Ha. For the gap between HOMO and LUMO, the calculation gives 8.983 eV. Its net charge is 0. The value obtained for the energy above the lowest of the compared OMol25 structures with the same formula, charge and spin is 51.9 kcal/mol. The value obtained for the max |F| is 4.07 eV Å⁻¹.

(6)
Formula: C4H36N2O14
Source: OMol25
Level of theory: ωB97M-V with the def2-TZVPD basis set

Last column: Mulliken charge in e.
Cartesian coordinates (Å):
C: -0.539 -0.439 -0.419  -0.27
N: -1.485 -0.530 -1.609  -0.54
C: 0.844 -0.973 -0.860  0.69
C: 0.946 -2.475 -0.544  -0.85
O: -0.184 -3.230 -1.121  -0.54
N: 1.967 -0.084 -0.471  0.15
C: 3.122 0.049 -1.300  -0.65
O: 3.989 -0.979 -1.258  -0.56
H: -1.106 -0.978 0.421  -0.07
H: -0.623 0.645 -0.056  0.09
H: -1.193 -1.280 -2.124  0.28
H: -1.367 0.247 -2.218  0.33
H: 0.991 -0.867 -2.017  0.15
H: 0.852 -2.673 0.535  0.17
H: 1.914 -2.950 -0.844  0.46
H: 0.089 -3.747 -1.889  0.31
H: 1.732 0.784 0.109  0.23
H: 3.615 0.917 -0.861  0.40
H: 2.880 0.215 -2.351  0.26
H: 4.359 -1.360 -0.441  0.31
H: -1.769 1.786 2.739  0.49
H: -2.609 2.906 3.551  0.25
O: -1.840 2.573 3.272  -0.70
H: 0.858 3.502 -0.682  0.37
H: 0.653 2.524 -1.713  0.07
O: 1.421 3.019 -1.363  -0.69
H: 2.454 -2.634 -4.011  0.27
H: 3.318 -2.385 -2.852  0.29
O: 2.499 -2.831 -3.111  -0.57
H: -3.539 0.276 0.556  0.34
H: -3.576 0.099 -0.910  0.39
O: -4.104 0.466 -0.137  -0.79
H: 0.023 -1.310 2.365  0.32
H: -0.463 -2.335 3.560  0.30
O: -0.750 -1.657 2.904  -0.78
H: -1.243 -3.883 0.129  0.37
H: -0.997 -3.330 1.408  0.38
O: -1.191 -4.184 0.969  -0.69
H: 0.665 2.492 2.739  0.28
H: 1.960 3.134 2.504  0.25
O: 1.528 2.344 2.377  -0.57
H: -3.074 2.831 -1.302  0.26
H: -4.127 2.329 -0.449  0.39
O: -3.316 3.005 -0.395  -0.76
H: 2.220 -0.754 1.696  0.34
H: 1.918 0.076 2.926  0.29
O: 1.886 -0.779 2.533  -0.75
H: -0.860 2.081 -3.658  0.28
H: -0.265 1.660 -2.192  0.35
O: -0.230 1.500 -3.268  -0.58
H: -2.969 0.510 2.650  0.35
H: -1.721 -0.442 2.598  0.37
O: -2.268 0.228 2.137  -0.58
H: -1.707 3.383 0.366  0.31
H: -0.577 3.820 1.155  0.25
O: -0.730 3.280 0.445  -0.45

As for the total energy: -1336.7430 Ha. For the gap between HOMO and LUMO, the calculation gives 8.879 eV. Its net charge is 0. The value obtained for the energy above the lowest of the compared OMol25 structures with the same formula, charge and spin is 156.2 kcal/mol. The value obtained for the max |F| is 6.01 eV Å⁻¹.